Record 1
ORCA calculation (ωB97M-V/def2-TZVPD) on a single C22H32N6O molecule in a non-equilibrium geometry.

XYZ file:
```
61
Properties=species:S:1:pos:R:3:forces:R:3:lowdin_charge:R:1
C 2.47070 -1.75454 4.43535 0.27 -0.09 0.00 -0.0410
C 3.62756 -2.66655 4.03397 -0.44 -0.12 0.27 -0.3719
C 3.27281 -4.10786 4.41551 0.39 0.08 0.12 -0.1665
C 4.39488 -5.07320 4.05924 -0.24 -0.05 -0.16 -0.2061
C 4.70076 -4.92923 2.57566 0.25 0.15 0.16 -0.1872
C 5.02614 -3.47360 2.26293 0.03 -0.29 -0.22 -0.2027
N 3.90948 -2.60772 2.60197 0.18 0.08 -0.01 -0.1424
C 4.10522 -1.25396 2.10787 0.04 -0.06 -0.04 -0.1521
C 2.81219 -0.59957 1.69815 -0.09 0.16 -0.10 -0.2269
C 1.80535 -1.36164 1.11530 0.12 0.05 0.00 -0.0290
C 0.62609 -0.77563 0.70599 -0.07 0.24 -0.01 -0.0154
C 0.43834 0.59589 0.86975 0.54 -0.20 0.22 -0.1808
C -0.79719 1.21267 0.44353 -0.71 0.73 -0.16 -0.2977
N -1.81082 0.55436 -0.15652 0.31 -0.50 0.03 0.0973
N -2.73285 1.42152 -0.38236 -0.69 0.22 -0.02 0.0403
N -2.29920 2.58078 0.06322 0.49 -0.93 0.20 -0.1882
C -3.03687 3.79657 -0.04739 -0.54 0.93 -0.32 -0.0178
C -3.28104 4.21394 -1.51994 0.12 -0.32 0.53 -0.4773
O -3.17369 5.36841 -1.86536 0.03 0.48 0.00 0.0674
N -3.65244 3.19559 -2.30186 -0.19 -0.38 -0.27 0.0953
C -3.88111 3.31824 -3.72890 0.03 0.18 -0.12 -0.2968
C -5.29292 2.81652 -4.06616 0.03 0.17 -0.24 -0.1465
C -5.35030 2.31222 -5.50355 -0.12 -0.10 0.13 -0.2002
C -4.48287 1.05849 -5.66934 0.00 0.03 0.02 -0.1978
C -3.26096 1.09426 -4.74243 0.12 0.10 -0.18 -0.1978
C -2.81350 2.53259 -4.50852 0.02 -0.09 0.07 -0.1430
N -1.09949 2.50393 0.58515 0.56 -0.08 0.21 0.1899
C 1.44565 1.36642 1.44504 -0.18 -0.08 -0.11 -0.0208
C 2.62099 0.76826 1.85326 0.08 -0.13 -0.04 -0.0381
H 1.58867 -1.98579 3.84458 -0.13 -0.01 -0.04 0.0857
H 2.23890 -1.91298 5.48648 0.00 0.00 0.09 0.0819
H 2.71211 -0.70502 4.29753 -0.05 0.13 0.02 0.0706
H 4.52859 -2.36140 4.60764 -0.05 -0.04 -0.08 0.1507
H 2.36710 -4.39104 3.87654 -0.12 0.02 0.00 0.1228
H 3.06258 -4.15207 5.48563 -0.07 0.04 0.02 0.1141
H 4.10299 -6.09826 4.29493 0.06 -0.02 0.05 0.1078
H 5.28727 -4.83342 4.64313 0.04 -0.03 0.05 0.1119
H 3.82867 -5.22994 1.99311 -0.02 -0.03 -0.08 0.1141
H 5.54353 -5.56016 2.28780 -0.01 -0.03 -0.05 0.1092
H 5.22321 -3.37145 1.19225 0.05 0.05 0.07 0.1181
H 5.94414 -3.18227 2.80881 -0.02 0.01 -0.06 0.1285
H 4.64019 -0.61964 2.83499 -0.01 -0.02 -0.07 0.1301
H 4.73422 -1.30742 1.21153 0.02 -0.02 0.14 0.1292
H 1.96281 -2.42300 1.00161 -0.02 -0.10 0.01 0.1143
H -0.16190 -1.36017 0.25640 -0.05 -0.08 -0.04 0.1072
H -2.47266 4.58468 0.45268 -0.09 -0.19 -0.12 0.1346
H -4.01339 3.67788 0.43247 0.16 0.00 0.02 0.1370
H -3.66712 2.25852 -1.91094 -0.03 0.24 -0.02 0.1030
H -3.78968 4.38526 -3.95393 -0.05 -0.17 0.00 0.1461
H -6.01509 3.61899 -3.91218 -0.02 -0.03 0.12 0.1161
H -5.55626 1.99918 -3.39125 -0.05 -0.03 0.07 0.1179
H -5.00096 3.10378 -6.16847 -0.04 0.05 -0.07 0.1115
H -6.38181 2.08693 -5.77785 0.01 0.08 -0.08 0.1076
H -5.07346 0.16790 -5.44826 -0.03 -0.03 -0.07 0.1066
H -4.15862 0.98425 -6.70860 0.00 -0.08 -0.02 0.1060
H -2.44562 0.51761 -5.18131 -0.01 -0.08 0.11 0.1085
H -3.50125 0.63307 -3.78267 0.03 -0.09 0.06 0.1062
H -2.63351 3.01547 -5.46949 0.04 0.04 -0.06 0.1174
H -1.87623 2.55541 -3.94926 0.01 0.10 -0.05 0.1173
H 1.29155 2.42764 1.56629 0.01 0.10 0.03 0.1079
H 3.40014 1.37030 2.30025 0.07 0.04 0.07 0.1140
```
Forces are in eV/Å.

Computed properties:
SMILES ... C[C@H]1CCCCN1Cc1ccc(-c2nnn(CC(=O)NC3CCCCC3)n2)cc1
Molar mass ... 396.54 g mol⁻¹
Maximum force ... 0.0219 Eh/bohr
Lowest unoccupied orbital energy ... 0.0258 Ha
Electronic energy ... -1261.3033 a.u.
HOMO-LUMO gap ... 9.3 eV

***

Record 2
ORCA calculation (ωB97M-V/def2-TZVPD) on 2 unconnected molecules or ions with the total composition C22H32N6O6 in a non-equilibrium geometry.

XYZ file:
```
66
Properties=species:S:1:pos:R:3:forces:R:3:lowdin_charge:R:1
N 3.20654 -8.28009 0.59564 -0.22 -0.52 -0.43 0.0422
C 2.48634 -7.86818 -0.63752 0.77 -0.71 0.71 -0.2888
C 3.27133 -6.69941 -1.25860 -0.10 0.05 -0.29 -0.1507
C 3.00853 -5.37469 -0.55003 -0.42 0.10 -0.52 -0.2138
N 1.61493 -4.95377 -0.78735 0.05 0.73 -0.07 -0.0206
C 1.38523 -3.48392 -0.83461 0.38 -0.67 0.28 -0.2502
C -0.12282 -3.23157 -0.71019 0.05 0.67 0.18 -0.1009
C -0.40114 -1.76974 -0.50036 -0.37 0.19 0.08 -0.3188
C -0.78216 -0.86776 -1.45688 0.19 -0.12 0.75 -0.0559
N -0.93547 0.32569 -0.77794 -0.22 0.73 0.10 0.0558
C -0.66014 0.10188 0.55503 0.09 -0.61 -1.26 -0.1758
N -0.32616 -1.15461 0.74175 0.00 -0.26 -0.20 0.0963
C 1.91644 -2.86417 -2.15611 -0.58 -1.42 -0.80 -0.4570
O 1.64038 -3.42855 -3.20639 0.54 1.10 0.88 0.0809
O 2.69596 -1.75901 -2.09979 -0.51 -0.65 0.24 0.1129
C 2.30115 -9.01776 -1.66520 -0.59 1.21 -0.78 -0.4438
O 1.81030 -8.75695 -2.75241 0.68 -0.74 1.21 0.0841
O 2.65463 -10.27657 -1.30314 -0.08 0.88 0.00 0.1048
H 3.01924 -9.26424 0.80547 0.00 0.61 0.18 0.0687
H 2.96258 -7.68176 1.38510 -0.05 -0.43 -0.32 0.0737
H 1.47482 -7.54122 -0.37191 -0.07 -0.01 -0.40 0.1436
H 3.00684 -6.57453 -2.31375 -0.06 -0.06 0.09 0.1159
H 4.34139 -6.92769 -1.21693 -0.18 -0.13 0.08 0.1223
H 3.20251 -5.46168 0.52451 -0.06 0.09 -0.04 0.1117
H 3.70474 -4.63027 -0.95109 0.16 -0.01 0.03 0.1150
H 1.26261 -5.37075 -1.65506 0.23 0.31 0.29 0.1167
H 1.89339 -3.00464 0.01043 -0.07 -0.19 -0.06 0.1514
H -0.63592 -3.58256 -1.61040 0.12 0.00 0.02 0.1229
H -0.52254 -3.78981 0.14120 0.28 -0.03 -0.11 0.1213
H -0.93174 -1.06596 -2.51395 -0.08 0.53 0.27 0.1221
H -1.20121 1.23671 -1.16427 0.22 -0.54 0.32 0.1078
H -0.70718 0.85744 1.33357 -0.08 -0.05 -0.38 0.1045
H 2.92149 -1.56304 -3.02139 0.03 0.06 -0.06 0.1242
H 2.46485 -10.82096 -2.08229 -0.02 -0.08 0.03 0.1272
C 1.22731 5.96891 -0.78369 -0.36 -0.07 -0.15 -0.0531
N 0.50175 4.71873 -1.01823 0.91 0.90 0.15 0.0394
C -0.70150 4.36542 -0.55150 -0.72 -0.69 -0.37 -0.4182
O -1.13003 3.25117 -0.83783 -0.49 0.33 0.32 0.0418
C -1.52739 5.36522 0.29933 -0.46 0.24 0.17 -0.2118
C -2.85509 4.77995 0.82223 0.26 -0.77 -0.03 -0.0921
C -2.76033 3.57459 1.74677 0.23 -0.32 0.20 -0.2131
C -1.72380 3.45211 2.69682 -0.86 -0.83 -0.07 -0.0407
C -1.67772 2.34032 3.55617 -0.71 0.06 -0.56 -0.0871
C -2.67036 1.34932 3.48040 -0.03 0.63 -0.48 -0.0927
C -3.71021 1.47036 2.54362 0.66 0.69 0.04 -0.0719
C -3.75426 2.57913 1.68074 0.79 -0.23 0.75 -0.0337
N -1.81739 6.60378 -0.43882 0.67 -2.12 -0.24 0.1054
C -1.87481 7.84805 0.03228 0.03 1.94 0.36 -0.5575
C -1.63501 8.12100 1.50445 -0.12 -0.22 -0.28 0.0142
O -2.10311 8.77678 -0.72441 -0.11 0.07 -0.18 0.0410
H 2.27324 5.84492 -1.07135 -0.19 -0.09 0.08 0.0893
H 1.18862 6.24440 0.27162 0.04 0.03 -0.06 0.0817
H 0.79525 6.77343 -1.38339 0.12 0.05 0.13 0.0845
H 0.95578 4.01486 -1.58186 -0.16 -0.02 0.10 0.1483
H -0.90804 5.61428 1.15721 0.17 0.20 0.08 0.1196
H -3.46581 4.50926 -0.04081 -0.01 0.02 0.00 0.1235
H -3.39465 5.55664 1.36409 0.10 0.27 -0.12 0.1202
H -0.96033 4.20825 2.78479 0.13 0.13 -0.02 0.0994
H -0.88047 2.24708 4.28055 0.04 0.02 0.01 0.0995
H -2.63279 0.49239 4.13893 0.02 -0.01 -0.01 0.0998
H -4.47157 0.70541 2.48140 -0.02 -0.01 -0.01 0.0999
H -4.55539 2.66167 0.96023 -0.02 0.04 -0.10 0.1082
H -2.01076 6.51821 -1.42468 -0.07 0.07 -0.06 0.1620
H -2.36595 7.58053 2.10170 0.10 -0.12 0.22 0.0783
H -0.62614 7.81862 1.77363 0.07 -0.10 0.23 0.0765
H -1.74874 9.18932 1.68453 0.01 -0.16 -0.15 0.0896
```
Forces are in eV/Å.

Computed properties:
SMILES ... N[C@@H](CCN[C@H](Cc1c[nH]cn1)C(=O)O)C(=O)O.CNC(=O)[C@H](Cc1ccccc1)NC(C)=O
Molar mass ... 476.53 g mol⁻¹
Maximum force ... 0.0435 Eh/bohr
Lowest unoccupied orbital energy ... 0.0114 Ha
Electronic energy ... -1637.5774 a.u.
HOMO-LUMO gap ... 8.6 eV